Computed, not measured: a structure of composition C9H23AlBr7ClCsInNO3 in a non-equilibrium geometry, with wB97M-V/def2-TZVPD.

Geometry as XYZ:
```
47
Properties=species:S:1:pos:R:3:forces:R:3:mulliken_charge:R:1
C 0.32654 2.73431 2.70938 0.233 -0.087 0.249 -0.19
C -1.13632 2.66436 2.39296 -0.963 1.269 0.020 0.66
O -1.80873 3.65751 2.27175 0.416 -0.700 -0.181 -0.48
N -1.73559 1.36444 2.28193 0.480 -0.048 -0.099 -0.09
C -1.45231 0.64107 1.03831 -0.184 -0.417 0.243 -0.65
C -0.16858 -0.17140 1.09276 0.091 -0.381 0.222 0.18
C 0.09811 -0.99827 -0.14555 -0.706 -0.028 -0.469 -0.98
C 0.33461 -0.19438 -1.43458 0.410 -0.127 0.902 -0.31
In 0.98218 1.94012 -1.28645 -0.028 0.093 -0.556 0.65
Br 3.47337 1.93507 -0.75482 -0.098 -0.096 0.136 -0.40
H 0.62923 3.83925 2.73205 -0.169 -0.137 -0.085 -0.35
H 0.56774 2.32123 3.68468 -0.048 -0.237 0.141 0.59
H 0.95983 2.28504 1.95144 0.160 0.056 -0.187 -0.09
H -1.43277 0.77178 3.04809 0.063 0.009 0.143 0.03
H -1.50863 1.30376 0.18373 -0.016 0.288 -0.035 0.45
H -2.25553 -0.08810 0.93140 -0.251 -0.006 -0.206 0.24
H -0.29905 -0.87326 1.91708 0.129 -0.025 0.191 -0.09
H 0.70706 0.41805 1.34793 0.112 0.223 -0.084 0.15
H 0.92324 -1.68044 0.03135 0.293 0.054 0.067 0.29
H -0.77874 -1.64040 -0.28931 -0.088 -0.241 0.043 0.40
H 1.09955 -0.72640 -2.01320 0.288 0.471 -0.334 0.42
H -0.60377 -0.16379 -2.01081 -0.316 1.027 0.488 0.23
H 0.13575 2.95475 -0.14363 0.035 -0.104 0.101 -0.34
H 0.73301 2.64316 -2.88187 0.139 -0.029 -0.016 -0.22
Al -0.47775 -1.41317 -3.30804 -0.040 -0.545 -1.397 0.14
Br 1.22463 -0.07897 6.69997 -0.015 0.032 -0.088 -0.11
C -0.71386 0.04575 6.69502 0.208 -0.047 0.124 -0.56
C -1.35747 -1.26799 6.34371 -0.175 0.066 -0.085 -0.57
Br -1.22038 -1.64351 4.43607 0.028 -0.086 0.079 -0.10
H -0.97492 0.83632 6.00013 -0.077 0.021 -0.002 0.28
H -0.99157 0.34291 7.70272 -0.042 -0.016 0.020 0.36
H -2.42266 -1.23879 6.55757 -0.025 0.026 -0.019 0.36
H -0.90682 -2.10920 6.85739 0.058 0.000 0.027 0.40
Br 0.68309 5.59925 3.47605 0.085 0.180 0.015 -0.22
Cl -1.13649 0.05351 -5.39881 0.243 0.211 -0.152 -0.60
O -0.82898 1.96028 -8.18285 0.010 0.043 -0.154 -0.29
H -0.92967 1.49680 -7.30521 -0.092 -0.754 0.965 0.33
H 0.10797 2.17521 -8.34810 0.077 0.034 0.061 0.45
H -1.39101 2.75535 -8.22208 -0.010 0.080 0.040 0.45
C 1.40446 -5.35363 -4.72986 -0.026 0.261 -0.515 -0.28
Br 1.44959 -5.00101 -2.81165 0.161 5.046 -3.625 -0.18
Br 0.31589 -6.89108 -5.11553 0.008 -0.018 0.180 -0.03
Br 0.87787 -3.81805 -5.71714 -0.039 -0.007 -0.092 0.05
H 2.41639 -5.59516 -5.01865 0.096 -0.017 0.148 0.41
O 2.70222 0.36495 -3.62614 -0.580 0.012 0.262 -0.60
H 2.71755 1.11510 -3.01277 0.295 -0.118 -0.308 0.23
Cs 1.41466 -7.12397 -1.30622 -0.131 -5.233 3.826 1.00
```
Forces are in eV/Å.

Results
E_tot	-19567.52309	a.u.
orbital gap	2.09	eV
E_HOMO	-8.551	eV
LUMO energy	-0.2375	Eh
charge	+1

=====

Computed, not measured: the ion C6H11N2O with charge +1 in a non-equilibrium geometry, with wB97M-V/def2-TZVPD.

Geometry as XYZ:
```
20
Properties=species:S:1:pos:R:3:forces:R:3:nbo_charge:R:1
C -3.33813 -0.30621 0.63125 0.366 -0.391 0.526 -0.11
C -2.03852 -0.02978 0.52794 2.202 -0.147 1.032 -0.40
C -1.53832 1.08925 -0.21358 1.641 -1.790 -1.127 0.49
C 1.04698 0.59972 0.00325 2.617 -0.073 2.384 0.51
C 1.96122 1.81078 -0.14025 0.410 -1.580 -1.382 -0.67
C 1.21677 -1.85118 -0.79241 -3.081 0.816 0.501 -0.42
N 1.07576 -0.22235 1.18109 -1.763 -0.126 -1.751 -0.50
N 1.72838 -0.69893 -0.11693 -0.236 3.392 0.558 -0.22
O -0.28900 1.31004 -0.51330 -2.379 -1.712 0.657 -0.42
H -3.62935 -1.18675 1.18177 -0.150 -0.137 0.004 0.24
H -4.11730 0.30016 0.25504 -0.646 0.633 -0.574 0.22
H -1.25199 -0.64338 1.04049 -0.966 0.479 -0.587 0.28
H -2.26412 1.62817 -0.80964 0.148 0.899 0.110 0.21
H 1.24999 2.54852 -0.49923 1.270 0.576 -1.185 0.25
H 2.90531 1.40114 -0.70142 -1.962 1.589 0.568 0.27
H 2.26994 2.24206 0.77687 0.409 -0.147 1.292 0.24
H 1.73678 -1.98814 -1.73195 -0.001 0.145 -0.097 0.24
H 1.41744 -2.64599 -0.11715 -0.056 -1.112 0.206 0.23
H 0.07477 -1.68671 -0.92352 1.706 -0.947 -0.136 0.17
H 1.65980 0.12064 1.95857 0.474 -0.368 -0.999 0.39
```
Forces are in eV/Å.

Results
E_tot	-419.52206	a.u.
orbital gap	7.55	eV
E_HOMO	-13.522	eV
LUMO energy	-0.2194	Eh
energy above the lowest of the compared OMol25 structures with the same formula, charge and spin	147.4	kcal per mole
charge	+1